Entry 1:
# C49H60AsBrClN4O8S3Si2Zr

A structure of composition C49H60AsBrClN4O8S3Si2Zr in a non-equilibrium geometry (the ωB97M-V functional and the def2-TZVPD basis, the OMol25 dataset).

The geometry in XYZ format:
```
130
Properties=species:S:1:pos:R:3
Zr -0.496 -0.021 0.000
O 1.420 0.419 1.700
S 2.777 0.896 2.146
C 2.442 1.454 3.864
C 1.196 2.323 4.045
C 0.117 1.642 4.896
C -0.693 0.580 4.163
S -1.793 1.052 2.780
O -0.850 1.334 1.604
C -2.213 2.718 3.285
C -1.994 3.745 2.384
C -2.336 5.045 2.737
C -2.895 5.306 3.979
C -3.155 4.258 4.858
C -2.824 2.960 4.508
C 3.041 2.549 1.490
C 2.085 3.143 0.688
C 2.321 4.411 0.175
C 3.508 5.071 0.461
C 4.471 4.458 1.257
C 4.242 3.189 1.765
H 3.360 1.962 4.168
H 2.360 0.525 4.439
H 0.772 2.564 3.069
H 1.467 3.272 4.509
H -0.545 2.401 5.302
H 0.587 1.149 5.753
H -1.357 0.028 4.831
H -0.042 -0.143 3.662
H -1.564 3.521 1.415
H -2.170 5.851 2.031
H -3.138 6.322 4.264
H -3.622 4.453 5.816
H -3.055 2.135 5.177
H 1.187 2.603 0.437
H 1.585 4.872 -0.472
H 3.693 6.054 0.045
H 5.410 4.958 1.464
H 5.005 2.683 2.351
N -2.725 -8.108 1.659
C -2.378 -6.758 1.693
C -2.161 -6.056 0.503
C -1.876 -4.706 0.529
C -1.789 -4.055 1.752
C -2.027 -4.724 2.939
C -2.319 -6.076 2.911
S -1.576 -2.320 1.753
O -2.015 -1.849 3.048
O -2.333 -1.788 0.628
N -0.086 -1.781 1.458
C 0.955 -2.660 1.140
N 0.947 -3.922 1.591
C 1.973 -4.698 1.251
C 3.035 -4.256 0.493
C 2.958 -2.929 0.092
N 1.939 -2.150 0.406
H -2.463 -8.606 0.826
H -2.547 -8.625 2.503
H -2.223 -6.582 -0.445
H -1.714 -4.146 -0.388
H -1.984 -4.175 3.872
H -2.509 -6.614 3.834
H 1.931 -5.720 1.621
H 3.869 -4.893 0.233
H 3.736 -2.469 -0.512
C -6.472 0.880 0.409
Si -4.947 -0.059 1.035
C -4.987 0.368 2.886
C -5.430 -1.885 1.082
As -3.111 0.831 -0.144
Si -4.092 0.209 -2.191
C -2.955 -0.123 -3.639
C -5.187 1.664 -2.752
C -5.254 -1.284 -2.244
H -7.330 0.764 1.080
H -6.767 0.552 -0.594
H -6.222 1.944 0.334
H -5.982 0.156 3.294
H -4.773 1.429 3.058
H -4.257 -0.235 3.439
H -6.388 -2.016 1.595
H -4.664 -2.444 1.630
H -5.501 -2.326 0.085
H -2.314 0.739 -3.816
H -3.540 -0.313 -4.546
H -2.314 -0.983 -3.441
H -4.746 2.169 -3.620
H -5.269 2.397 -1.943
H -6.200 1.335 -3.018
H -4.741 -2.191 -1.898
H -5.572 -1.447 -3.279
H -6.146 -1.147 -1.626
Cl -0.581 -1.841 -1.644
C -3.518 4.750 -6.308
C -2.606 4.140 -5.273
C -1.643 3.202 -5.623
C -0.825 2.604 -4.668
C 0.169 1.546 -5.061
C -0.978 2.955 -3.331
C -1.930 3.911 -2.953
C -2.122 4.291 -1.504
C -2.728 4.489 -3.934
C -0.129 2.315 -2.253
O 1.006 2.713 -2.089
O -0.764 1.440 -1.493
H -3.314 4.341 -7.299
H -3.394 5.834 -6.355
H -4.564 4.547 -6.065
H -1.535 2.908 -6.664
H 0.023 1.240 -6.098
H 0.053 0.670 -4.421
H 1.192 1.908 -4.940
H -1.167 4.303 -0.971
H -2.762 3.561 -1.008
H -2.585 5.276 -1.420
H -3.475 5.223 -3.637
Br 5.409 2.026 -2.341
C 4.347 0.677 -3.156
C 4.761 0.289 -4.425
C 4.073 -0.696 -5.116
C 2.956 -1.284 -4.548
C 2.533 -0.878 -3.293
C 3.209 0.107 -2.571
C 2.662 0.410 -1.176
O 3.458 0.779 -0.317
O 1.428 0.170 -1.025
H 5.634 0.757 -4.861
H 4.414 -0.997 -6.100
H 2.409 -2.054 -5.081
H 1.658 -1.316 -2.827
```

Output
frontier orbital gap: 0.2253 Ha
E_LUMO: 2.08 eV
net charge: -1
energy relative to the best compared isomer or geometry (same formula, charge and spin): 27.9 kcal per mole



Entry 2:
# C49H61AuCl2O3PSi

A structure of composition C49H61AuCl2O3PSi in a non-equilibrium geometry (the ωB97M-V functional and the def2-TZVPD basis, the OMol25 dataset).

The geometry in XYZ format:
```
118
Properties=species:S:1:pos:R:3
Au 0.467 -0.935 -0.255
C 0.177 5.329 2.775
C -0.858 4.284 2.225
C -2.216 4.963 2.047
C -0.344 3.626 0.974
C -1.308 3.012 0.138
C -0.974 2.427 -1.091
C -2.233 2.055 -1.923
C -2.126 2.165 -3.449
C -2.885 0.795 -1.330
C 0.382 2.370 -1.461
C 1.365 2.901 -0.584
C 0.975 3.447 0.645
C 2.773 3.232 -1.053
C 2.937 4.679 -1.666
C 3.813 3.033 0.030
C 0.838 2.043 -2.870
C 0.778 3.116 -3.800
C 1.344 3.048 -5.050
C 2.005 1.889 -5.390
C 2.203 0.874 -4.464
C 1.554 0.854 -3.233
P 1.501 -0.732 -2.276
C 0.531 -1.921 -3.404
C 0.770 -3.411 -3.119
C 0.679 -1.598 -4.915
C -1.010 -1.723 -3.207
C 3.313 -1.333 -2.132
C 4.101 -0.098 -1.686
C 4.008 -1.946 -3.397
C 3.313 -2.359 -0.932
H -0.309 6.090 3.377
H 0.703 5.880 1.968
H 0.934 4.899 3.382
H -0.973 3.551 3.076
H -2.206 5.745 1.260
H -2.466 5.609 2.901
H -3.080 4.321 1.777
H -2.374 2.927 0.414
H -2.978 2.888 -1.738
H -1.381 1.428 -3.819
H -1.810 3.149 -3.800
H -3.099 1.914 -3.894
H -2.110 0.087 -1.158
H -3.666 0.363 -1.997
H -3.404 0.996 -0.386
H 1.731 3.924 1.253
H 3.039 2.541 -1.858
H 3.150 5.399 -0.851
H 2.079 5.088 -2.164
H 3.819 4.724 -2.309
H 4.135 3.948 0.493
H 4.667 2.525 -0.401
H 3.450 2.357 0.786
H 0.220 3.997 -3.471
H 1.276 3.825 -5.766
H 2.502 1.838 -6.375
H 2.867 0.065 -4.750
H 1.784 -3.731 -3.378
H 0.068 -3.971 -3.776
H 0.575 -3.680 -2.113
H 1.701 -1.601 -5.295
H 0.271 -0.638 -5.184
H 0.211 -2.427 -5.481
H -1.399 -2.061 -2.263
H -1.545 -2.229 -4.001
H -1.250 -0.660 -3.294
H 4.162 0.689 -2.411
H 5.084 -0.406 -1.402
H 3.618 0.352 -0.827
H 4.534 -1.085 -3.959
H 3.343 -2.425 -4.113
H 4.801 -2.655 -3.100
H 2.844 -1.942 -0.009
H 4.384 -2.628 -0.763
H 2.768 -3.277 -1.128
Cl 2.531 -0.190 5.082
C 3.647 -0.883 3.854
Cl 3.310 -2.622 3.470
C 3.837 -0.077 2.508
O 4.948 0.495 2.394
O 2.827 -0.117 1.685
H 4.543 -0.973 4.472
O -0.531 -1.232 1.608
Si -1.582 -2.108 2.437
C -2.813 -3.147 1.428
C -3.480 -4.204 2.021
C -4.647 -4.693 1.426
C -5.029 -4.289 0.149
C -4.289 -3.301 -0.450
C -3.178 -2.720 0.186
C -2.847 -1.017 3.316
C -2.895 0.373 3.141
C -3.848 1.132 3.784
C -4.649 0.541 4.784
C -4.726 -0.822 4.927
C -3.870 -1.599 4.119
C -0.843 -3.394 3.611
C -0.947 -3.234 4.985
C -0.295 -4.156 5.807
C 0.414 -5.226 5.284
C 0.495 -5.372 3.920
C -0.154 -4.487 3.088
H -3.112 -4.702 2.930
H -5.209 -5.439 1.967
H -5.897 -4.724 -0.354
H -4.544 -2.821 -1.426
H -2.606 -1.930 -0.368
H -2.253 0.871 2.376
H -4.004 2.196 3.569
H -5.406 1.130 5.274
H -5.543 -1.179 5.519
H -3.967 -2.717 4.143
H -1.393 -2.289 5.402
H -0.315 -4.012 6.894
H 0.926 -5.951 5.960
H 1.071 -6.190 3.449
H -0.224 -4.710 2.034
```

Output
frontier orbital gap: 0.2830 Ha
E_LUMO: 2.16 eV
net charge: -1